99
Properties=species:S:1:pos:R:3:lowdin_charge:R:1 method="wB97M-V/def2-TZVPD" charge=0 largest_force_ev_per_a=0.7 homo_energy_ev=-9.0 e_above_lowest_ev=0.000 energy_ev=-138458.892
C 3.24057 -1.74582 2.86438 -0.1174
C 2.18175 -0.83933 3.49309 -0.2251
C 1.57035 0.09612 2.45533 -0.2173
O 0.28855 0.54651 2.88464 -0.1402
C -0.69084 0.45421 1.88325 -0.1827
C -2.08362 0.69585 2.50549 -0.1688
O -1.93951 0.70649 3.95647 -0.1555
S -3.23222 0.15437 4.63812 0.5777
O -2.92600 -0.53628 5.83239 -0.2019
O -4.23865 1.16659 4.64708 -0.2236
O -3.57765 -0.89974 3.50286 -0.1699
C -3.25432 -0.31018 2.23407 -0.2460
C -3.11915 -1.42276 1.18597 -0.0992
C -2.85910 -2.77857 1.81420 -0.7621
O -3.61963 -3.67462 1.87916 0.0799
Br -1.05783 -2.96547 2.54791 0.8051
H 3.91466 -1.18820 2.21607 0.0636
H 2.77323 -2.55534 2.29917 0.0682
H 3.85439 -2.20524 3.63997 0.0719
H 2.64387 -0.23451 4.27688 0.1091
H 1.36678 -1.41145 3.94034 0.0915
H 2.20826 0.97690 2.31598 0.1282
H 1.48822 -0.41352 1.48734 0.1198
H -0.62300 -0.49523 1.35679 0.0484
H -0.52863 1.25505 1.14882 0.1324
H -2.38195 1.70718 2.23018 0.1424
H -4.11690 0.29037 1.93820 0.1533
H -2.34925 -1.22587 0.43933 0.0848
H -4.07764 -1.52135 0.67642 0.1330
C 7.60384 -3.76383 0.28527 -0.0270
C 6.32046 -3.62701 1.06097 -0.4939
C 5.45226 -4.86162 1.14276 -0.0174
O 5.98804 -2.59045 1.58890 0.0600
H 8.13958 -2.81632 0.30536 0.0825
H 8.22819 -4.54355 0.72464 0.0898
H 7.39972 -4.04150 -0.74911 0.0542
H 6.00456 -5.67602 1.61486 0.0848
H 5.17210 -5.18728 0.13947 0.0859
H 4.55682 -4.64564 1.72107 0.0723
C -0.40355 1.12696 -2.38603 -0.0053
C -0.40535 -0.33700 -2.02938 -0.4648
C 0.21991 -1.27284 -3.02284 -0.0128
O -0.89298 -0.73198 -0.98972 0.0361
H -0.88154 1.70667 -1.59905 0.0785
H 0.62238 1.47247 -2.52427 0.0923
H -0.93019 1.27284 -3.33033 0.0742
H 1.26333 -0.99756 -3.18466 0.0931
H -0.29593 -1.18725 -3.97865 0.0638
H 0.16449 -2.29530 -2.65534 0.0843
C -0.70338 2.48494 -6.52819 -0.0159
C -1.00316 1.00796 -6.56065 -0.4847
C -2.05050 0.55304 -7.54206 -0.0146
O -0.43398 0.23011 -5.82597 0.0480
H 0.06380 2.69068 -5.78503 0.0805
H -0.35760 2.81648 -7.50927 0.0871
H -1.61608 3.03249 -6.28641 0.0661
H -1.74941 0.81786 -8.55763 0.0878
H -2.99562 1.04836 -7.31813 0.0609
H -2.17358 -0.52544 -7.47168 0.0838
C -4.37214 5.23054 -7.12296 -0.0192
C -4.69363 3.75875 -7.19118 -0.4925
C -5.76477 3.34235 -8.16738 -0.0188
O -4.12000 2.95081 -6.49559 0.0497
H -3.59105 5.40545 -6.38712 0.0816
H -4.04104 5.58628 -8.10022 0.0873
H -5.26432 5.79490 -6.84697 0.0874
H -5.48099 3.63411 -9.18008 0.0872
H -6.70404 3.84286 -7.92662 0.0874
H -5.90641 2.26530 -8.12417 0.0828
C -4.08518 -0.84780 8.74729 -0.0344
C -4.69793 -1.29021 10.05118 -0.5055
C -5.24663 -0.19697 10.94137 -0.0305
O -4.75386 -2.45266 10.37775 0.0668
H -3.72462 -1.70384 8.18486 0.0770
H -4.82355 -0.31154 8.14893 0.0861
H -3.25395 -0.16669 8.93752 0.0887
H -6.02416 0.35874 10.41427 0.0818
H -4.45313 0.50519 11.20326 0.0815
H -5.66069 -0.63338 11.84717 0.0776
C 8.88636 -3.03304 -3.89622 -0.0184
C 8.82510 -4.51191 -3.60048 -0.4931
C 9.35141 -5.43855 -4.66827 -0.0229
O 8.37737 -4.93217 -2.55869 0.0599
H 8.48237 -2.47064 -3.05787 0.0792
H 9.91980 -2.73051 -4.07351 0.0865
H 8.31267 -2.80790 -4.79690 0.0862
H 10.40030 -5.21671 -4.87225 0.0856
H 8.79290 -5.29529 -5.59486 0.0856
H 9.25446 -6.47040 -4.34039 0.0819
C -3.09032 6.38586 2.36156 -0.0248
C -2.21612 5.15611 2.37654 -0.5042
C -1.59224 4.77937 3.69625 -0.0148
O -2.02368 4.50130 1.37692 0.0567
H -3.47816 6.55053 1.35928 0.0798
H -3.92002 6.26034 3.05921 0.0861
H -2.51481 7.25703 2.67915 0.0844
H -2.36790 4.59269 4.44102 0.0902
H -0.94889 5.58414 4.05565 0.0866
H -0.99749 3.87745 3.56380 0.0784

***

89
Properties=species:S:1:pos:R:3:lowdin_spin:R:1 method="wB97M-V/def2-TZVPD" charge=-1 spin_multiplicity=3 largest_force_ev_per_a=2.6 homo_energy_ev="-4.4 / -4.5" e_above_lowest_ev=0.000 energy_ev=-64363.656
Au 1.55792 -1.66421 -1.30685 0.0001
P -0.67593 1.22003 -2.03711 0.0060
Cl 2.27911 -1.14483 -3.41988 0.0003
C 0.34520 2.29279 1.56260 0.3652
H 0.88822 1.33547 1.52640 0.0113
H 0.94860 3.02788 2.11847 0.0117
C -0.67811 0.42860 -3.72228 0.0009
C 0.90012 2.21057 -1.87999 0.0329
C -1.13098 1.24218 -4.92909 0.0001
H 0.38982 0.17250 -3.87202 0.0001
C -0.88000 0.43347 -6.20839 0.0001
H -2.20304 1.47582 -4.85180 0.0000
H -0.58944 2.19819 -4.98932 0.0001
C -1.50153 -0.96876 -6.16346 0.0000
H -1.27779 0.98865 -7.06780 0.0000
H 0.20596 0.34105 -6.35256 0.0000
C -1.16618 -1.74220 -4.88438 0.0000
H -2.59406 -0.87285 -6.23389 0.0000
H -1.17327 -1.54318 -7.03577 0.0000
C -1.43768 -0.90685 -3.62590 0.0003
H -1.75199 -2.66688 -4.83542 0.0000
H -0.10370 -2.02258 -4.88465 0.0000
H -2.51673 -0.71942 -3.52303 0.0000
H -1.10392 -1.46293 -2.73914 0.0001
C -2.09665 2.44768 -2.02318 -0.0001
C 0.73573 3.23423 -0.77262 0.3524
H 1.60820 1.42826 -1.54245 0.0020
C 2.05082 3.97787 -0.53806 0.0253
H -0.06572 3.95535 -1.00747 0.0111
H 0.35742 2.70149 0.34697 0.0872
C 2.73632 4.51298 -1.80623 0.0153
H 1.86427 4.80973 0.15060 0.0000
H 2.74653 3.29556 -0.02155 0.0030
C 2.78049 3.49868 -2.95681 0.0003
H 2.22836 5.42784 -2.14163 0.0001
H 3.76107 4.81089 -1.55497 0.0019
C 1.44394 2.78037 -3.19407 0.0215
H 3.07726 4.00526 -3.88122 0.0006
H 3.54524 2.73536 -2.74535 0.0001
H 0.71355 3.47806 -3.63450 0.0003
H 1.60177 1.97343 -3.92445 0.0025
C -3.41775 1.67197 -2.16249 0.0002
H -2.04304 2.83918 -0.99137 -0.0002
C -4.60462 2.56434 -1.78778 0.0004
H -3.53129 1.31896 -3.20109 0.0000
H -3.41409 0.77812 -1.52051 0.0000
C -4.60262 3.89926 -2.54496 0.0001
H -5.53490 2.01993 -1.98747 0.0000
H -4.57145 2.75762 -0.70637 0.0005
C -3.23643 4.59745 -2.55880 0.0001
H -4.92153 3.71524 -3.57948 0.0000
H -5.35087 4.56575 -2.10189 0.0000
C -2.08745 3.66037 -2.95748 0.0013
H -3.26480 5.45019 -3.24785 0.0000
H -3.02690 4.99836 -1.55887 0.0000
H -2.23098 3.33731 -3.99772 0.0001
H -1.12905 4.19644 -2.91944 0.0008
C -1.79654 1.06886 1.39393 0.6299
C -0.97002 2.12678 2.18487 0.1221
H -1.94988 1.26788 0.32937 0.0285
C -0.85222 1.74409 3.67963 0.0284
H -1.52284 3.08918 2.12277 0.0290
C -0.77987 0.22895 3.88155 0.0064
H 0.02346 2.22166 4.13178 0.0013
H -1.74086 2.13219 4.19397 0.0038
C -2.09460 -0.42081 3.46087 0.0025
H 0.04734 -0.19710 3.29843 0.0028
H -0.57337 -0.00069 4.93357 0.0005
C -2.47929 -0.06251 1.99192 0.1213
H -2.04912 -1.51000 3.57625 0.0003
H -2.89736 -0.06371 4.12276 0.0005
H -2.30384 -0.95362 1.36034 0.0247
H -3.57525 0.09177 1.95774 0.0395
C 1.46164 -4.91068 -0.07449 0.0001
Si 1.97023 -3.47728 1.03240 0.0002
C 1.62015 -3.95731 2.82189 0.0000
C 3.80195 -3.13105 0.81496 0.0000
C 0.97238 -1.93453 0.59154 0.0015
H 2.16452 -5.74960 0.03815 0.0000
H 1.45250 -4.60731 -1.13004 0.0000
H 0.45683 -5.27410 0.18412 0.0000
H 2.15906 -4.88598 3.07040 0.0000
H 1.95064 -3.17497 3.51877 0.0000
H 0.54787 -4.13388 2.98441 0.0000
H 3.97791 -2.52111 -0.08109 0.0000
H 4.20402 -2.59190 1.68363 0.0000
H 4.35964 -4.07265 0.70672 0.0000
H -0.11652 -2.09870 0.62392 0.0002
H 1.20553 -1.03504 1.18769 0.0006

***

100
Properties=species:S:1:pos:R:3:lowdin_spin:R:1 method="wB97M-V/def2-TZVPD" charge=0 spin_multiplicity=3 largest_force_ev_per_a=9.9 homo_energy_ev="-8.8 / -9.3" energy_ev=-135802.691
C -3.25016 5.04031 7.94768 0.0000
C -4.10679 3.94425 7.02723 0.0000
C -3.91999 4.45429 5.45515 0.0000
Br -4.90546 6.23330 5.32424 0.0000
C -4.44850 3.34936 4.34597 0.0000
C -6.07956 3.23477 4.41285 0.0000
C -6.89677 4.06431 3.26371 0.0000
C -7.38840 3.00272 2.09924 0.0000
O -8.74664 3.37421 1.57965 0.0000
O -4.05149 1.96373 4.76631 0.0000
C -4.01025 1.16454 3.49633 0.0000
O -3.75971 -0.13309 3.30573 0.0000
O -4.25212 2.10777 2.35406 0.0000
C -3.66136 3.35929 2.91070 0.0000
C -3.74138 4.73089 1.95917 0.0000
O -4.73317 4.59981 0.85716 0.0000
O -5.14317 5.84696 0.67877 0.0000
C -1.99990 3.19323 3.01163 0.0000
P -1.24114 2.30619 1.48435 0.0000
O -1.02038 0.76411 1.83450 -0.0001
O -2.23651 2.43821 0.06152 0.0000
O 0.34078 3.01961 1.10256 0.0000
H -4.04654 5.63312 8.59315 0.0000
H -2.47320 4.49138 8.65222 0.0000
H -2.71497 5.82970 7.26757 0.0000
H -5.24914 4.00679 7.34491 0.0000
H -3.67453 2.86934 7.20210 0.0000
H -2.74972 4.65091 5.33638 0.0000
H -6.44567 2.10035 4.47989 0.0000
H -6.40361 3.70837 5.45991 0.0000
H -6.36348 5.02171 2.85531 0.0000
H -7.90037 4.45042 3.78255 0.0000
H -7.55296 1.93624 2.61006 0.0000
H -6.60591 2.82486 1.24466 0.0000
H -8.66738 4.06979 0.86289 0.0000
H -3.91012 5.70418 2.60962 0.0000
H -2.69521 4.90491 1.41094 0.0000
H -6.12995 5.90678 0.85482 0.0000
H -1.65566 2.58864 3.95208 0.0000
H -1.50334 4.27320 3.12259 0.0000
H -2.04517 1.59551 -0.46912 0.0000
H 0.94405 2.21369 1.09388 0.0000
C 1.00270 -1.81591 0.43274 0.0008
C -0.05990 -2.73169 -0.22997 0.0214
C -0.71844 -3.65750 0.82627 0.0125
C 0.15669 -4.82939 1.25210 0.0008
C 0.62892 -5.61252 0.03357 0.0122
C 1.35001 -4.72400 -1.01476 0.0214
N 0.56815 -3.48621 -1.36759 0.3065
O -0.47191 -3.87976 -2.23114 0.6175
C 2.75609 -4.34580 -0.47232 0.0007
C 1.67524 -5.60583 -2.26683 -0.0013
C -1.15349 -1.70539 -0.68893 -0.0013
H 1.86039 -2.34105 0.84149 0.0000
H 1.38016 -1.07370 -0.28138 0.0007
H 0.56939 -1.26438 1.27670 -0.0004
H -1.65787 -4.06140 0.42960 0.0023
H -0.99299 -3.07891 1.71896 0.0008
H 1.00501 -4.47288 1.84280 0.0003
H -0.41827 -5.49305 1.90831 0.0008
H 1.29540 -6.41964 0.36540 0.0008
H -0.23802 -6.10629 -0.42623 0.0024
H 3.20594 -3.53773 -1.06070 0.0006
H 3.44512 -5.19864 -0.52317 -0.0004
H 2.75498 -4.05657 0.57724 0.0000
H 0.78584 -6.06505 -2.70678 -0.0007
H 2.34324 -6.43585 -2.00225 -0.0003
H 2.17959 -5.01638 -3.04196 0.0001
H -0.76957 -1.03345 -1.46663 0.0001
H -1.47833 -1.07942 0.15200 -0.0003
H -2.05659 -2.19374 -1.07294 -0.0006
C 6.82039 0.21585 -5.41530 0.0009
C 6.64731 -0.94202 -4.39731 0.0214
C 6.95009 -2.30814 -5.06702 0.0122
C 5.83259 -2.81482 -5.96978 0.0008
C 4.50832 -2.83837 -5.21689 0.0121
C 4.14506 -1.46681 -4.58816 0.0214
N 5.27509 -0.87346 -3.78885 0.3051
O 5.32807 -1.56326 -2.56260 0.6209
C 3.70648 -0.49514 -5.71857 0.0011
C 2.83955 -1.64360 -3.74230 0.0000
C 7.80061 -0.66646 -3.37075 -0.0013
H 6.11246 0.20390 -6.23821 0.0000
H 6.73250 1.19011 -4.91890 0.0009
H 7.81211 0.17755 -5.88353 -0.0004
H 7.13344 -3.06569 -4.29533 0.0023
H 7.87706 -2.24566 -5.65341 0.0008
H 5.76248 -2.19593 -6.86854 0.0003
H 6.07258 -3.82829 -6.31173 0.0008
H 3.71406 -3.16009 -5.90348 0.0008
H 4.56104 -3.60742 -4.43421 0.0024
H 3.66744 0.54029 -5.36096 0.0011
H 2.70335 -0.74230 -6.08916 -0.0004
H 4.34278 -0.53756 -6.60094 0.0000
H 2.93709 -2.40397 -2.96269 0.0005
H 2.00086 -1.96514 -4.37344 -0.0006
H 2.54729 -0.69846 -3.26908 0.0002
H 7.63696 0.27326 -2.82866 0.0001
H 8.76748 -0.58342 -3.88339 -0.0003
H 7.91295 -1.47149 -2.63532 -0.0006

***

| no. | molecular weight (Da) |
| --- | --- |
| 1 | 723.72 |
| 2 | 696.25 |
| 3 | 719.65 |